This record from the OMol25 dataset describes the molecule CH6N4 in a non-equilibrium geometry. The level of theory is ωB97M-V with the def2-TZVPD basis set.

Positions of all 11 atoms, in Å:
C: -0.5664 0.1489 -0.0158
H: 2.0665 0.4947 -0.7461
H: 1.8529 0.4418 0.8918
H: 0.5518 -1.6227 -0.1108
H: -1.7423 -1.5407 0.1478
H: -2.6124 0.0237 0.0885
H: 0.3482 1.8866 -0.2352
N: 1.8532 -0.1083 0.0386
N: 0.5923 -0.6476 -0.0538
N: -1.7428 -0.5206 -0.0224
N: -0.6011 1.4442 0.0172

The calculated total energy is -260.6946 a.u. As for the spin multiplicity: 1. Its structure (SMILES) is [H]/N=C(/N)NN. Its energy above the lowest of the compared OMol25 structures with the same formula, charge and spin is 0.196 eV. For the HOMO-LUMO gap, the calculation gives 9.70 eV. As for the charge: 0.

=====

This record from the OMol25 dataset describes a cluster of 3 separate species, C2H9N2S2 in total in a non-equilibrium geometry. The level of theory is ωB97M-V with the def2-TZVPD basis set.

Positions of all 15 atoms, in Å:
C: -0.4997 -2.4669 1.7255
C: -0.9971 -1.3976 2.4591
N: -1.1931 -0.1636 1.7369
N: -0.0623 -3.6327 2.1677
H: -0.3840 -2.2926 0.6487
H: -1.1932 -1.3573 3.5481
H: -0.9349 0.7350 2.2454
H: -0.5458 -0.0561 0.9326
H: -2.1115 0.0311 1.3394
H: 0.3126 2.4635 0.2399
H: 0.3620 -4.1747 1.4274
S: 1.7899 1.5630 -3.2458
S: -0.5744 1.6374 -0.3812
H: 2.2336 1.1844 -2.0110
H: 0.5821 2.0222 -2.7773

The calculated total energy is -986.9962 a.u. As for the spin multiplicity: 1. Its energy above the lowest of the compared OMol25 structures with the same formula, charge and spin is 7.215 eV. For the HOMO-LUMO gap, the calculation gives 2.84 eV. As for the charge: +1.

=====

This record from the OMol25 dataset describes a cluster of 6 separate species, C37H38O24P2 in total in a non-equilibrium geometry. The level of theory is ωB97M-V with the def2-TZVPD basis set.

Positions of all 101 atoms, in Å:
C: 0.5664 1.1737 -0.1650
C: 1.7396 1.1414 -1.1096
O: 2.0782 -0.2222 -1.4129
P: 3.3317 -0.4145 -2.3696
O: 3.1731 0.2616 -3.6590
C: 3.4797 -2.1874 -2.5917
C: 2.1100 -2.8949 -2.5623
C: 2.1000 -4.0954 -1.6076
P: 3.1564 -5.4948 -2.1516
O: 4.2848 -5.5106 -0.9390
O: 4.5850 0.1756 -1.5826
C: 5.4178 -0.6535 -0.7466
C: 4.7105 -1.1968 0.4694
H: -0.3733 0.9568 -0.6620
H: 0.4909 2.1947 0.2077
H: 0.7104 0.5341 0.6990
H: 2.5841 1.6651 -0.6663
H: 1.4914 1.6905 -2.0145
H: 4.1519 -2.6823 -1.8961
H: 3.9237 -2.2770 -3.5772
H: 1.3021 -2.2146 -2.3223
H: 1.9015 -3.2725 -3.5562
H: 1.1022 -4.5115 -1.5259
H: 2.4395 -3.7664 -0.6263
H: 3.8839 -4.8942 -3.2139
H: 5.0306 -6.0457 -1.2117
H: 6.2146 0.0006 -0.4105
H: 5.8598 -1.4395 -1.3517
H: 4.3895 -0.3963 1.1282
H: 5.4251 -1.7976 1.0298
H: 3.8745 -1.8460 0.2302
C: -1.8497 0.9509 -4.1888
C: -2.3374 0.3380 -5.2796
C: -3.7373 0.5897 -5.7827
O: -4.0849 0.0000 -6.7873
C: -4.5831 1.5081 -5.0473
C: -4.0995 2.1210 -3.9591
C: -2.6917 1.8909 -3.4665
O: -2.3510 2.5300 -2.4885
O: -4.8027 2.9746 -3.2305
O: -1.6489 -0.5241 -6.0114
H: -0.8432 0.7842 -3.8282
H: -5.5885 1.6704 -5.4090
H: -4.2241 3.2672 -2.4931
H: -2.2318 -0.7972 -6.7572
C: 2.3340 -4.1614 -9.1076
C: 1.0992 -3.6525 -9.2277
C: 0.2078 -3.4245 -8.0327
O: -0.8891 -2.9324 -8.2344
C: 0.6988 -3.7947 -6.7234
C: 1.9304 -4.3014 -6.6058
C: 2.8371 -4.5068 -7.7909
O: 3.9461 -4.9558 -7.5727
O: 2.4481 -4.6415 -5.4389
O: 0.5600 -3.3039 -10.3849
H: 2.9820 -4.3236 -9.9568
H: 0.0513 -3.6351 -5.8733
H: 3.3624 -4.9507 -5.5807
H: -0.3317 -2.9613 -10.1822
C: 3.3833 0.9676 5.4663
C: 2.9199 0.2612 4.4283
C: 1.5247 0.4467 3.8931
O: 1.2072 -0.2320 2.9328
C: 0.6555 1.4065 4.5405
C: 1.1168 2.1109 5.5824
C: 2.5188 1.9432 6.1049
O: 2.8551 2.6378 7.0449
O: 0.3873 3.0023 6.2376
O: 3.6301 -0.6523 3.7811
H: 4.3825 0.8427 5.8582
H: -0.3491 1.5202 4.1583
H: 0.9697 3.3657 6.9333
H: 3.0427 -1.0001 3.0815
C: -7.6023 5.6912 0.3177
C: -6.8932 4.7328 -0.2958
C: -5.4513 4.4583 0.0548
O: -4.9048 3.5483 -0.5441
C: -4.8097 5.2742 1.0618
C: -5.5184 6.2357 1.6718
C: -6.9691 6.4954 1.3438
O: -7.5265 7.3795 1.9661
O: -5.0226 7.0303 2.6029
O: -7.3841 3.9583 -1.2479
H: -8.6355 5.8962 0.0771
H: -3.7723 5.0772 1.2916
H: -5.7516 7.6241 2.8704
H: -6.6635 3.3614 -1.5324
C: -0.8932 -1.7186 10.5251
C: -0.0449 -1.6139 9.4931
C: 0.0034 -0.3871 8.6182
O: 0.8208 -0.3800 7.7147
C: -0.9138 0.6997 8.8911
C: -1.7648 0.5944 9.9220
C: -1.7986 -0.6229 10.8135
O: -2.5956 -0.6151 11.7320
O: -2.6376 1.5311 10.2485
O: 0.8159 -2.5596 9.1539
H: -0.9342 -2.5920 11.1599
H: -0.8817 1.5667 8.2456
H: -3.1182 1.1953 11.0305
H: 1.3049 -2.2196 8.3800

The calculated total energy is -3921.2585 a.u. As for the spin multiplicity: 1. Its structure (SMILES) is O=C1C=C(O)C(=O)C=C1O.O=C1C=C(O)C(=O)C=C1O.O=C1C=C(O)C(=O)C=C1O.O=C1C=C(O)C(=O)C=C1O.O=C1C=C(O)C(=O)C=C1O.CCOP(=O)(CCCPO)OCC. For the HOMO-LUMO gap, the calculation gives 7.00 eV. As for the charge: 0.

=====

This record from the OMol25 dataset describes the molecule C5H3Br in a non-equilibrium geometry. The level of theory is ωB97M-V with the def2-TZVPD basis set.

Positions of all 9 atoms, in Å:
C: 0.8536 2.0147 -0.0117
C: 0.7944 3.1628 -0.4431
C: -0.7804 -1.4689 0.2578
C: -0.5696 -0.1457 0.1626
C: 0.6870 0.4410 -0.1187
Br: 2.0927 -0.5097 -0.8749
H: -1.7284 -1.8741 0.5818
H: 0.0090 -2.1783 0.0561
H: -1.3584 0.5581 0.3902

The expectation value of S² is 2.07. The calculated total energy is -2766.0693 a.u. As for the spin multiplicity: 3. Its energy above the lowest of the compared OMol25 structures with the same formula, charge and spin is 0.542 eV. For the HOMO-LUMO gap (spin up / spin down), the calculation gives 8.78 / 7.28 eV. As for the charge: 0.